w:
87
Properties=species:S:1:pos:R:3 method="wB97M-V/def2-TZVPD" charge=-2 spin_multiplicity=2
Ti 0.065 0.250 0.673
C 2.952 3.075 2.067
C 1.480 2.778 2.054
C 0.564 3.749 1.714
C -0.814 3.539 1.901
C -1.270 2.360 2.435
C -0.365 1.311 2.715
C 1.013 1.515 2.493
H 3.206 3.873 1.369
H 3.540 2.202 1.795
H 3.249 3.385 3.073
H 0.917 4.699 1.331
H -1.514 4.326 1.645
H -2.321 2.220 2.656
H -0.702 0.456 3.285
H 1.725 0.794 2.877
S 0.061 -5.860 -1.941
Sb -1.659 -4.368 -1.979
S -0.304 -1.917 -0.208
S 0.202 -1.826 1.821
S -3.509 -5.224 -0.930
C -5.523 -2.609 3.595
C -5.300 -1.264 2.960
C -6.051 -0.169 3.370
C -5.851 1.079 2.800
C -4.907 1.223 1.800
C -4.137 0.136 1.384
N -3.140 0.363 0.399
C -3.262 -0.123 -0.918
C -4.186 -1.112 -1.247
C -4.272 -1.598 -2.541
C -3.477 -1.076 -3.548
C -2.584 -0.065 -3.241
C -2.450 0.405 -1.940
C -1.426 1.475 -1.714
O -1.227 2.362 -2.518
O -0.747 1.365 -0.593
C -4.315 -1.124 1.971
C -3.473 -2.302 1.585
H -6.353 -2.573 4.302
H -4.630 -2.946 4.128
H -5.736 -3.370 2.842
H -6.798 -0.299 4.147
H -6.442 1.930 3.118
H -4.762 2.182 1.314
H -2.800 1.312 0.420
H -4.819 -1.537 -0.483
H -4.949 -2.419 -2.743
H -3.531 -1.473 -4.554
H -1.941 0.362 -3.999
H -2.997 -2.739 2.465
H -2.680 -2.032 0.892
H -4.058 -3.092 1.105
C 5.561 -2.770 1.672
C 5.115 -1.582 2.237
C 4.201 -0.794 1.555
C 3.715 -1.145 0.294
C 4.186 -2.334 -0.259
C 5.091 -3.142 0.421
Ge 2.361 0.023 -0.583
C 2.204 -0.656 -2.452
C 1.882 -1.990 -2.720
C 1.687 -2.448 -4.016
C 1.797 -1.571 -5.087
C 2.113 -0.241 -4.846
C 2.317 0.205 -3.545
C 3.391 1.712 -0.894
C 4.778 1.824 -0.794
C 5.426 3.031 -1.030
C 4.696 4.157 -1.388
C 3.315 4.065 -1.505
C 2.675 2.858 -1.252
H 6.259 -3.405 2.207
H 5.468 -1.279 3.217
H 3.857 0.122 2.024
H 3.840 -2.650 -1.236
H 5.418 -4.073 -0.028
H 1.747 -2.700 -1.912
H 1.428 -3.491 -4.165
H 1.628 -1.919 -6.100
H 2.194 0.458 -5.671
H 2.564 1.249 -3.390
H 5.363 0.952 -0.517
H 6.506 3.091 -0.940
H 5.201 5.098 -1.580
H 2.733 4.936 -1.789
H 1.592 2.806 -1.332

x:
87
Properties=species:S:1:pos:R:3 method="wB97M-V/def2-TZVPD" charge=-2 spin_multiplicity=2
Ti 1.175 -0.790 0.013
C -3.461 0.328 -2.773
C -2.719 1.101 -1.716
C -1.465 1.641 -1.982
C -0.784 2.385 -1.028
C -1.349 2.585 0.223
C -2.590 2.035 0.509
C -3.270 1.304 -0.455
H -4.014 1.000 -3.436
H -4.185 -0.358 -2.329
H -2.774 -0.254 -3.390
H -1.004 1.460 -2.947
H 0.190 2.796 -1.259
H -0.806 3.130 0.983
H -3.013 2.147 1.499
H -4.230 0.858 -0.215
S 1.872 0.545 5.202
Sb 1.769 -1.065 3.564
S 0.145 -0.154 1.942
S 2.640 -2.224 0.407
S 0.994 -3.121 4.245
C 0.189 -8.073 -2.185
C 0.796 -7.209 -1.108
C 2.153 -7.330 -0.840
C 2.737 -6.543 0.144
C 1.985 -5.609 0.819
C 0.620 -5.447 0.536
N -0.050 -4.488 1.282
C -1.223 -3.779 0.985
C -2.188 -3.703 1.998
C -3.358 -2.994 1.827
C -3.602 -2.335 0.629
C -2.633 -2.356 -0.356
C -1.437 -3.051 -0.190
C -0.398 -2.838 -1.273
O -0.009 -3.684 -2.043
O -0.057 -1.550 -1.312
C 0.002 -6.298 -0.398
C -1.483 -6.263 -0.640
H 0.968 -8.633 -2.703
H -0.346 -7.472 -2.926
H -0.527 -8.796 -1.781
H 2.749 -8.037 -1.406
H 3.794 -6.636 0.364
H 2.438 -4.959 1.558
H 0.431 -4.146 2.117
H -1.973 -4.210 2.931
H -4.079 -2.950 2.635
H -4.518 -1.775 0.480
H -2.769 -1.782 -1.263
H -2.027 -6.027 0.274
H -1.840 -7.230 -0.994
H -1.755 -5.509 -1.385
C 6.738 0.500 2.585
C 5.857 1.558 2.737
C 4.802 1.721 1.845
C 4.594 0.828 0.797
C 5.487 -0.238 0.666
C 6.551 -0.399 1.541
Ge 3.075 0.965 -0.469
C 2.674 2.914 -0.422
C 2.934 3.792 -1.475
C 2.589 5.137 -1.401
C 1.977 5.640 -0.260
C 1.709 4.784 0.801
C 2.046 3.440 0.712
C 3.999 0.705 -2.218
C 5.216 1.328 -2.500
C 5.861 1.141 -3.716
C 5.299 0.312 -4.680
C 4.096 -0.327 -4.414
C 3.457 -0.130 -3.195
H 7.554 0.363 3.286
H 5.974 2.251 3.562
H 4.127 2.556 1.992
H 5.336 -0.968 -0.122
H 7.223 -1.241 1.421
H 3.409 3.420 -2.377
H 2.797 5.795 -2.238
H 1.705 6.687 -0.201
H 1.223 5.160 1.695
H 1.794 2.778 1.538
H 5.674 1.965 -1.749
H 6.807 1.636 -3.909
H 5.803 0.157 -5.627
H 3.658 -0.991 -5.151
H 2.529 -0.658 -3.000

x ends up most stable, edging out the next structure by 63.7 kJ/mol.

w:
8
Properties=species:S:1:pos:R:3 method="wB97M-V/def2-TZVPD" charge=0
C 0.120 0.550 -1.115
C -0.940 0.017 -0.475
C 1.081 -0.800 2.367
C 0.525 -0.470 1.196
O -0.723 -0.682 0.699
S 1.613 0.262 -0.129
H 0.303 1.168 -1.949
H -1.979 -0.044 -0.594

x:
8
Properties=species:S:1:pos:R:3 method="wB97M-V/def2-TZVPD" charge=0 smiles=c1cc2c(o1)S2
C 0.949 -0.580 0.149
C 0.585 0.747 -0.107
C -0.808 0.734 -0.215
C -1.242 -0.612 -0.128
O -0.143 -1.439 0.280
S -2.544 0.553 0.141
H 1.878 -0.979 0.086
H 1.325 1.577 -0.206

x ends up most stable, edging out the next structure by 43.4 kJ/mol.

w:
24
Properties=species:S:1:pos:R:3 method="wB97M-V/def2-TZVPD" charge=+1
C 3.223 0.400 1.872
C 4.078 0.568 0.826
C 1.796 0.106 1.354
C 1.742 0.258 -0.087
C 0.499 0.548 -0.888
C 0.816 -0.089 2.263
C 0.046 1.874 -2.897
C -2.314 -1.312 0.465
N 0.819 1.319 -1.831
N -0.621 -0.191 -0.643
N -0.912 -1.174 0.296
S 3.290 0.393 -0.715
H 3.392 0.529 2.932
H 5.122 0.874 0.942
H 1.189 -0.269 3.335
H -0.224 -0.346 2.055
H 0.069 2.909 -2.534
H -0.945 1.377 -3.187
H 0.647 1.863 -3.839
H -2.651 -0.416 1.109
H -2.776 -1.392 -0.546
H -2.612 -2.227 1.053
H -1.310 -0.263 -1.276
H -0.236 -2.022 0.184

x:
24
Properties=species:S:1:pos:R:3 method="wB97M-V/def2-TZVPD" charge=+1
C -2.729 0.057 -0.375
C 1.062 -0.302 0.392
C 0.880 1.043 0.149
C -1.992 -1.160 0.018
C -1.144 -0.967 1.326
C -1.352 2.055 -0.617
C 2.330 -0.928 -0.105
C 1.856 1.789 -0.710
N -2.219 1.165 -0.697
N -2.100 -2.210 -0.636
N 0.240 -1.159 1.045
S -0.331 2.077 0.902
H -3.809 -0.018 -0.334
H -1.322 0.017 1.757
H -1.478 -1.732 2.029
H -1.127 2.742 -1.415
H 2.395 -1.976 0.174
H 3.197 -0.413 0.304
H 2.393 -0.859 -1.190
H 2.845 1.791 -0.251
H 1.550 2.826 -0.822
H 1.950 1.341 -1.699
H -1.663 -3.064 -0.313
H 0.567 -2.116 1.068

x ends up most stable, edging out the next structure by 185.4 kJ/mol.

w:
11
Properties=species:S:1:pos:R:3 method="wB97M-V/def2-TZVPD" charge=+1
C -0.711 0.117 -0.143
C -1.983 0.053 0.107
C 1.333 0.078 0.647
C 0.559 0.784 -0.404
N 0.475 -0.670 -0.250
H -2.505 -0.880 0.224
H -2.558 0.960 0.199
H 2.399 -0.037 0.494
H 1.022 0.122 1.684
H 0.887 1.358 -1.248
H 1.082 -1.884 -1.309

x:
11
Properties=species:S:1:pos:R:3 method="wB97M-V/def2-TZVPD" charge=+1
C 0.748 -0.818 0.150
C -1.357 -1.360 0.008
C 1.723 0.311 -0.072
C 1.990 -1.206 -0.005
N -2.045 -0.101 -0.030
H 1.688 0.944 -0.934
H 2.143 0.727 0.995
H 2.817 -1.998 0.084
H -1.658 0.807 -0.329
H -2.460 -0.029 0.911
H -2.600 -0.219 -0.813

w ends up most stable, edging out the next structure by 372.1 kJ/mol.

w:
9
Properties=species:S:1:pos:R:3 method="wB97M-V/def2-TZVPD" charge=0
C -1.557 -0.945 0.450
C -0.821 0.184 0.800
C -0.725 -0.170 -1.085
N -1.311 -1.243 -0.974
N -0.211 0.690 -0.348
Cl 3.958 0.505 -0.985
H -2.210 -1.626 1.050
H -0.887 0.871 1.659
H 3.762 1.733 -0.567

x:
9
Properties=species:S:1:pos:R:3 method="wB97M-V/def2-TZVPD" charge=0
C -1.010 0.506 0.040
C -0.447 0.818 -1.170
C 0.788 0.937 0.380
N -0.229 0.720 1.112
N 0.813 1.340 -0.853
Cl 0.761 -2.294 1.274
H -1.853 -0.168 0.293
H -0.823 0.777 -2.216
H 2.001 -2.636 1.140

w ends up most stable, edging out the next structure by 28.8 kJ/mol.

w:
20
Properties=species:S:1:pos:R:3 method="wB97M-V/def2-TZVPD" charge=+1
C 0.477 -0.863 -0.950
C -1.577 -1.992 -0.160
C 0.562 0.523 -0.302
C -0.152 0.895 0.914
C 1.658 1.456 -0.661
C -0.143 0.898 2.372
N -0.968 -1.147 -1.144
O -0.707 1.247 -0.310
H 0.959 -0.805 -1.824
H 0.919 -1.442 -0.193
H -2.543 -2.178 -0.527
H -1.042 -2.682 0.414
H 2.581 1.060 -0.299
H 1.435 2.390 -0.257
H 1.818 1.670 -1.764
H 0.291 -0.016 2.571
H -1.194 0.897 2.770
H 0.299 1.911 2.742
H -1.417 -0.197 -1.267
H -1.255 -1.622 -2.125

x:
20
Properties=species:S:1:pos:R:3 method="wB97M-V/def2-TZVPD" charge=+1 smiles="C=CCC[C@H]([NH3+])C=O"
C -0.247 -1.613 -2.129
C -0.606 -1.947 -0.891
C -0.137 -1.529 0.393
C 0.773 -0.212 0.422
C -0.063 0.967 0.102
N 0.892 2.244 0.459
C -1.096 1.189 1.157
O -2.081 0.510 1.390
H -0.708 -2.281 -2.871
H 0.479 -0.865 -2.391
H -1.269 -2.895 -0.863
H 0.427 -2.329 1.036
H -0.987 -1.256 1.253
H 1.481 -0.185 1.270
H 1.375 -0.380 -0.552
H -0.413 0.924 -0.886
H 0.730 2.922 -0.221
H 1.846 1.962 0.342
H 0.800 2.617 1.405
H -1.196 2.160 1.578

x ends up most stable, edging out the next structure by 294.5 kJ/mol.

w:
12
Properties=species:S:1:pos:R:3 method="wB97M-V/def2-TZVPD" charge=0 smiles=C[C@@](F)(S)C(F)F
C 0.048 0.780 1.295
C -0.189 -0.189 0.161
F -0.071 -1.427 0.668
S -2.105 -0.231 -0.645
C 0.739 -0.002 -1.022
F 2.036 0.120 -0.632
F 0.690 -1.151 -1.784
H 0.860 0.403 1.782
H 0.277 1.646 0.739
H -0.869 0.762 1.935
H -1.702 -1.539 -0.722
H 0.286 0.828 -1.775

x:
12
Properties=species:S:1:pos:R:3 method="wB97M-V/def2-TZVPD" charge=0
C -0.691 0.436 1.209
C 1.169 -0.421 -0.435
C -0.297 -0.396 0.080
F 1.686 0.859 -0.372
F 1.909 -1.064 0.542
F -0.830 -1.710 0.110
S -1.704 0.097 -2.059
H -0.156 1.326 1.020
H -1.702 0.586 1.412
H -0.110 0.000 2.068
H 1.492 -0.799 -1.415
H -0.765 1.086 -2.160

w ends up most stable, edging out the next structure by 134.7 kJ/mol.

w:
15
Properties=species:S:1:pos:R:3 method="wB97M-V/def2-TZVPD" charge=-1
C 1.652 -2.057 1.436
N 2.031 -0.728 0.934
H 2.542 -2.610 1.754
H 0.973 -1.995 2.290
H 1.135 -2.620 0.663
H 1.419 -0.543 0.127
H 1.708 -0.047 1.601
C -0.699 1.979 -1.721
C -1.080 1.491 -0.320
S -1.152 -0.330 -0.250
H -0.736 3.029 -2.036
H 0.303 1.594 -1.926
H -1.346 1.445 -2.427
H -0.292 1.754 0.386
H -2.086 1.810 -0.052

x:
15
Properties=species:S:1:pos:R:3 method="wB97M-V/def2-TZVPD" charge=-1
C -2.108 4.214 -1.664
S -2.285 2.556 -1.031
H -2.000 5.034 -0.936
H -1.279 4.351 -2.375
H -3.049 4.348 -2.211
C 0.414 -3.170 0.751
N 1.556 -2.319 1.250
C 1.494 -0.904 0.890
H -0.525 -2.658 0.962
H 0.515 -3.309 -0.321
H 0.521 -4.104 1.298
H 2.365 -2.699 0.771
H 2.254 -0.466 0.266
H 1.634 -0.262 1.818
H 0.494 -0.614 0.533

w ends up most stable, edging out the next structure by 88.9 kJ/mol.